(one)
{"formula": "C48H126N10O14", "method": "ωB97M-V/def2-TZVPD", "e_homo_ha": -0.318, "homo_lumo_gap_ev": 9.3, "total_charge": 0, "lumo_energy_ev": 0.6, "elements": ["C", "O", "C", "C", "N", "C", "C", "O", "C", "H", "H", "H", "H", "H", "H", "H", "H", "H", "H", "H", "H", "H", "H", "H", "C", "O", "C", "C", "N", "C", "C", "O", "C", "H", "H", "H", "H", "H", "H", "H", "H", "H", "H", "H", "H", "H", "H", "H", "C", "O", "C", "C", "N", "C", "C", "O", "C", "H", "H", "H", "H", "H", "H", "H", "H", "H", "H", "H", "H", "H", "H", "H", "C", "O", "C", "C", "N", "C", "C", "O", "C", "H", "H", "H", "H", "H", "H", "H", "H", "H", "H", "H", "H", "H", "H", "H", "C", "C", "C", "O", "C", "N", "H", "H", "H", "H", "H", "H", "H", "H", "H", "H", "H", "C", "C", "C", "O", "C", "N", "H", "H", "H", "H", "H", "H", "H", "H", "H", "H", "H", "C", "C", "C", "O", "C", "N", "H", "H", "H", "H", "H", "H", "H", "H", "H", "H", "H", "C", "C", "C", "O", "C", "N", "H", "H", "H", "H", "H", "H", "H", "H", "H", "H", "H", "C", "C", "C", "O", "C", "N", "H", "H", "H", "H", "H", "H", "H", "H", "H", "H", "H", "C", "C", "C", "O", "C", "N", "H", "H", "H", "H", "H", "H", "H", "H", "H", "H", "H"], "coordinates": [[-3.392, -4.191, 2.208], [-2.047, -3.861, 2.457], [-1.551, -2.883, 1.571], [-0.081, -2.681, 1.840], [0.637, -3.872, 1.384], [2.066, -3.839, 1.621], [2.697, -5.101, 1.105], [2.101, -6.203, 1.780], [2.272, -7.404, 1.073], [-3.736, -4.799, 3.045], [-3.517, -4.784, 1.295], [-4.009, -3.281, 2.183], [-2.090, -1.934, 1.742], [-1.674, -3.184, 0.522], [0.180, -2.435, 2.881], [0.272, -1.842, 1.230], [0.224, -4.689, 1.817], [2.329, -3.690, 2.679], [2.484, -2.992, 1.064], [3.776, -5.110, 1.294], [2.472, -5.177, 0.033], [1.689, -7.404, 0.144], [1.909, -8.235, 1.678], [3.330, -7.588, 0.851], [-0.455, -6.096, -1.736], [-0.368, -5.000, -2.600], [-0.814, -5.305, -3.905], [-0.675, -4.094, -4.784], [-1.649, -3.062, -4.456], [-1.599, -1.966, -5.418], [-2.623, -0.916, -5.080], [-2.042, -0.143, -4.034], [-2.859, 0.894, -3.575], [-0.254, -5.750, -0.722], [0.268, -6.878, -2.007], [-1.460, -6.543, -1.747], [-1.853, -5.659, -3.868], [-0.206, -6.118, -4.336], [-0.797, -4.409, -5.822], [0.356, -3.711, -4.691], [-1.375, -2.667, -3.562], [-1.699, -2.327, -6.443], [-0.625, -1.446, -5.392], [-3.520, -1.410, -4.686], [-2.856, -0.278, -5.939], [-3.726, 0.505, -3.016], [-3.244, 1.520, -4.389], [-2.303, 1.528, -2.889], [-3.615, -1.434, 4.487], [-3.788, -0.426, 3.533], [-2.798, 0.586, 3.600], [-3.154, 1.688, 2.634], [-2.766, 1.415, 1.256], [-2.955, 2.529, 0.356], [-2.147, 3.750, 0.768], [-2.207, 4.708, -0.254], [-1.367, 5.803, 0.053], [-3.651, -1.043, 5.515], [-2.639, -1.920, 4.355], [-4.433, -2.143, 4.382], [-1.800, 0.195, 3.367], [-2.843, 1.005, 4.613], [-2.672, 2.602, 2.990], [-4.234, 1.910, 2.703], [-3.297, 0.604, 0.952], [-4.014, 2.811, 0.206], [-2.616, 2.220, -0.638], [-1.103, 3.419, 0.905], [-2.477, 4.127, 1.744], [-1.725, 6.312, 0.952], [-1.367, 6.495, -0.786], [-0.335, 5.453, 0.187], [4.075, 4.344, 2.440], [3.216, 5.222, 3.139], [1.870, 5.127, 2.720], [1.185, 3.812, 3.027], [1.114, 3.538, 4.450], [0.356, 2.323, 4.698], [-0.073, 2.210, 6.137], [-0.824, 1.016, 6.268], [-1.133, 0.730, 7.601], [4.022, 4.541, 1.362], [3.796, 3.297, 2.617], [5.069, 4.489, 2.853], [1.810, 5.305, 1.634], [1.362, 5.939, 3.246], [1.608, 2.943, 2.525], [0.167, 3.932, 2.601], [0.726, 4.346, 4.924], [0.966, 1.461, 4.428], [-0.556, 2.301, 4.074], [-0.744, 3.047, 6.393], [0.784, 2.222, 6.820], [-0.261, 0.435, 8.198], [-1.870, -0.070, 7.637], [-1.577, 1.609, 8.094], [2.127, 1.496, -0.568], [0.627, 1.374, -0.388], [0.002, 0.229, -1.166], [0.762, -0.939, -0.912], [0.304, -2.045, -1.649], [0.384, 1.250, 1.075], [2.652, 0.635, -0.153], [2.490, 2.369, -0.026], [2.386, 1.518, -1.626], [0.178, 2.320, -0.704], [0.027, 0.419, -2.250], [-1.028, 0.098, -0.805], [0.586, -2.007, -2.708], [-0.799, -2.058, -1.584], [0.589, -2.990, -1.189], [0.589, 0.292, 1.346], [-0.612, 1.359, 1.266], [0.750, -2.216, 6.559], [1.924, -2.315, 5.602], [2.084, -1.090, 4.759], [3.121, -1.357, 3.839], [3.314, -0.319, 2.915], [3.156, -2.515, 6.367], [0.849, -1.312, 7.159], [0.724, -3.096, 7.204], [-0.209, -2.202, 6.037], [1.705, -3.140, 4.903], [2.338, -0.224, 5.387], [1.158, -0.870, 4.205], [2.400, -0.158, 2.323], [4.104, -0.621, 2.228], [3.562, 0.636, 3.397], [3.916, -2.779, 5.751], [3.035, -3.270, 7.031], [2.571, -0.905, -5.004], [2.549, 0.579, -5.278], [3.521, 1.299, -4.360], [3.251, 2.687, -4.414], [4.024, 3.427, -3.508], [2.835, 0.827, -6.708], [1.936, -1.428, -5.718], [2.155, -1.095, -4.009], [3.592, -1.293, -5.013], [1.549, 0.985, -5.108], [4.571, 1.093, -4.616], [3.388, 0.936, -3.328], [5.106, 3.276, -3.652], [3.838, 3.142, -2.465], [3.818, 4.481, -3.680], [3.700, 0.350, -6.951], [3.022, 1.817, -6.839], [-0.726, 7.050, -5.122], [-1.757, 5.954, -5.290], [-1.624, 4.895, -4.226], [-0.260, 4.528, -4.103], [-0.105, 3.319, -3.418], [-3.106, 6.532, -5.255], [0.280, 6.641, -5.165], [-0.882, 7.541, -4.157], [-0.823, 7.830, -5.880], [-1.577, 5.449, -6.252], [-2.207, 4.004, -4.503], [-1.993, 5.245, -3.256], [-0.749, 3.216, -2.530], [0.911, 3.235, -3.030], [-0.319, 2.457, -4.065], [-3.812, 5.802, -5.187], [-3.298, 6.952, -6.160], [-8.131, -1.643, 0.428], [-6.651, -1.593, 0.686], [-5.943, -0.462, -0.011], [-4.543, -0.580, 0.045], [-4.016, -1.533, -0.842], [-6.398, -1.466, 2.123], [-8.612, -0.714, 0.739], [-8.561, -2.470, 0.997], [-8.360, -1.846, -0.619], [-6.217, -2.548, 0.347], [-6.221, 0.468, 0.492], [-6.281, -0.350, -1.052], [-4.324, -1.301, -1.868], [-4.287, -2.552, -0.553], [-2.926, -1.490, -0.810], [-6.737, -2.261, 2.654], [-5.408, -1.424, 2.359], [3.981, -1.954, -1.340], [5.291, -1.447, -1.901], [5.909, -0.350, -1.066], [5.177, 0.853, -1.231], [5.428, 1.741, -0.180], [6.305, -2.525, -2.044], [4.083, -2.361, -0.331], [3.503, -2.672, -2.013], [3.230, -1.159, -1.244], [5.148, -1.048, -2.909], [6.944, -0.179, -1.403], [6.013, -0.651, -0.011], [4.896, 1.463, 0.742], [5.066, 2.748, -0.396], [6.499, 1.818, 0.043], [5.832, -3.398, -2.258], [6.688, -2.693, -1.113]], "lowdin_charge": [-0.106, -0.184, -0.221, -0.183, -0.037, -0.206, -0.223, -0.189, -0.117, 0.092, 0.091, 0.067, 0.119, 0.117, 0.112, 0.095, 0.109, 0.111, 0.105, 0.127, 0.120, 0.073, 0.088, 0.089, -0.118, -0.200, -0.233, -0.219, -0.037, -0.213, -0.208, -0.209, -0.120, 0.073, 0.086, 0.091, 0.126, 0.126, 0.122, 0.120, 0.074, 0.123, 0.115, 0.124, 0.125, 0.079, 0.090, 0.056, -0.107, -0.214, -0.212, -0.193, -0.054, -0.192, -0.253, -0.183, -0.094, 0.090, 0.086, 0.082, 0.122, 0.119, 0.098, 0.136, 0.080, 0.129, 0.101, 0.093, 0.117, 0.092, 0.085, 0.079, -0.109, -0.183, -0.222, -0.237, -0.041, -0.209, -0.217, -0.216, -0.132, 0.084, 0.070, 0.091, 0.114, 0.125, 0.085, 0.102, 0.114, 0.100, 0.106, 0.129, 0.132, 0.082, 0.085, 0.090, -0.049, -0.381, -0.180, -0.207, -0.105, 0.076, 0.061, 0.077, 0.061, 0.113, 0.124, 0.117, 0.076, 0.074, 0.076, 0.042, 0.032, -0.049, -0.454, -0.233, -0.191, -0.101, 0.054, 0.068, 0.079, 0.076, 0.129, 0.135, 0.112, 0.067, 0.080, 0.091, 0.071, 0.068, -0.063, -0.429, -0.217, -0.186, -0.113, 0.042, 0.072, 0.059, 0.082, 0.130, 0.136, 0.099, 0.094, 0.064, 0.092, 0.068, 0.066, -0.062, -0.453, -0.207, -0.170, -0.115, 0.032, 0.074, 0.083, 0.075, 0.139, 0.119, 0.128, 0.069, 0.082, 0.087, 0.067, 0.071, -0.064, -0.464, -0.198, -0.218, -0.087, 0.060, 0.085, 0.078, 0.080, 0.126, 0.138, 0.131, 0.083, 0.085, 0.069, 0.074, 0.030, -0.052, -0.425, -0.212, -0.192, -0.130, 0.035, 0.072, 0.083, 0.057, 0.124, 0.132, 0.128, 0.077, 0.076, 0.096, 0.064, 0.067]}

=====

(two)
{"formula": "C48H126N10O14", "method": "ωB97M-V/def2-TZVPD", "e_homo_ha": -0.301, "homo_lumo_gap_ev": 8.9, "total_charge": 0, "lumo_energy_ev": 0.7, "elements": ["C", "C", "C", "O", "C", "N", "H", "H", "H", "H", "H", "H", "H", "H", "H", "H", "H", "C", "C", "C", "O", "C", "N", "H", "H", "H", "H", "H", "H", "H", "H", "H", "H", "H", "C", "C", "C", "O", "C", "N", "H", "H", "H", "H", "H", "H", "H", "H", "H", "H", "H", "C", "C", "C", "O", "C", "N", "H", "H", "H", "H", "H", "H", "H", "H", "H", "H", "H", "C", "C", "C", "O", "C", "N", "H", "H", "H", "H", "H", "H", "H", "H", "H", "H", "H", "C", "C", "C", "O", "C", "N", "H", "H", "H", "H", "H", "H", "H", "H", "H", "H", "H", "C", "O", "C", "C", "N", "C", "C", "O", "C", "H", "H", "H", "H", "H", "H", "H", "H", "H", "H", "H", "H", "H", "H", "H", "C", "O", "C", "C", "N", "C", "C", "O", "C", "H", "H", "H", "H", "H", "H", "H", "H", "H", "H", "H", "H", "H", "H", "H", "C", "O", "C", "C", "N", "C", "C", "O", "C", "H", "H", "H", "H", "H", "H", "H", "H", "H", "H", "H", "H", "H", "H", "H", "C", "O", "C", "C", "N", "C", "C", "O", "C", "H", "H", "H", "H", "H", "H", "H", "H", "H", "H", "H", "H", "H", "H", "H"], "coordinates": [[1.592, -9.077, 31.219], [2.199, -7.665, 31.300], [2.946, -7.519, 29.946], [3.695, -8.660, 29.539], [4.806, -8.302, 28.776], [1.218, -6.548, 31.370], [2.268, -9.760, 30.690], [0.585, -8.989, 30.758], [1.531, -9.472, 32.247], [2.983, -7.598, 32.066], [3.629, -6.652, 29.955], [2.095, -7.425, 29.256], [5.347, -7.572, 29.357], [4.518, -7.870, 27.773], [5.435, -9.179, 28.673], [1.015, -6.385, 32.354], [0.346, -6.868, 30.934], [-5.576, -8.858, 28.614], [-4.197, -8.659, 28.042], [-3.220, -9.825, 28.344], [-3.050, -9.744, 29.774], [-2.478, -10.872, 30.356], [-4.319, -8.527, 26.604], [-5.648, -9.368, 29.553], [-6.173, -9.445, 27.913], [-6.077, -7.880, 28.764], [-3.761, -7.725, 28.459], [-2.271, -9.681, 27.836], [-3.820, -10.743, 28.079], [-2.998, -11.803, 30.253], [-2.450, -10.610, 31.422], [-1.496, -11.070, 29.949], [-5.064, -7.840, 26.436], [-3.464, -8.242, 26.138], [2.985, -12.667, 29.208], [2.789, -13.932, 28.397], [1.491, -14.022, 27.710], [0.493, -14.008, 28.625], [-0.811, -13.776, 28.199], [3.841, -14.118, 27.321], [2.101, -12.446, 29.849], [3.097, -11.861, 28.464], [3.904, -12.620, 29.822], [2.734, -14.763, 29.183], [1.620, -14.987, 27.119], [1.377, -13.203, 26.987], [-1.345, -13.532, 29.138], [-1.282, -14.734, 27.878], [-0.901, -12.913, 27.531], [3.888, -15.146, 27.230], [4.744, -13.729, 27.592], [5.264, -11.273, 23.174], [4.934, -11.807, 24.560], [4.914, -10.706, 25.587], [5.937, -9.763, 25.521], [7.176, -10.326, 25.981], [3.702, -12.585, 24.548], [4.557, -10.516, 22.778], [5.348, -12.117, 22.504], [6.237, -10.805, 23.276], [5.769, -12.502, 24.658], [4.888, -11.034, 26.637], [3.973, -10.221, 25.396], [7.059, -10.928, 26.901], [7.820, -9.504, 26.244], [7.716, -10.947, 25.288], [2.850, -12.089, 24.363], [3.551, -13.199, 25.328], [0.902, -10.021, 27.414], [0.309, -9.673, 26.013], [-0.474, -10.838, 25.416], [0.508, -11.858, 24.940], [-0.176, -12.964, 24.405], [-0.608, -8.626, 26.135], [0.165, -10.411, 28.140], [1.368, -9.170, 27.876], [1.677, -10.789, 27.274], [1.119, -9.446, 25.267], [-1.088, -10.543, 24.566], [-1.143, -11.308, 26.115], [-0.618, -12.754, 23.393], [-0.923, -13.366, 25.055], [0.570, -13.760, 24.204], [-1.135, -8.393, 25.290], [-0.224, -7.724, 26.463], [-1.998, -5.232, 30.089], [-1.466, -5.970, 28.897], [-0.250, -5.253, 28.373], [0.248, -5.944, 27.143], [1.653, -5.679, 26.964], [-1.066, -7.308, 29.308], [-1.215, -4.908, 30.748], [-2.648, -5.931, 30.666], [-2.504, -4.348, 29.780], [-2.131, -5.964, 28.069], [0.507, -5.261, 29.174], [-0.602, -4.258, 28.152], [1.991, -6.232, 26.066], [2.194, -6.080, 27.799], [1.772, -4.586, 26.919], [-1.841, -7.828, 29.731], [-0.808, -7.812, 28.458], [-3.365, -15.092, 24.997], [-2.147, -15.766, 25.137], [-1.608, -15.969, 23.838], [-0.438, -16.920, 23.894], [0.672, -16.411, 24.670], [1.703, -17.438, 24.814], [1.596, -18.335, 26.064], [2.114, -17.649, 27.144], [1.459, -17.777, 28.404], [-3.941, -15.072, 25.909], [-4.111, -15.607, 24.397], [-3.276, -14.138, 24.535], [-1.247, -15.018, 23.453], [-2.389, -16.354, 23.147], [-0.079, -17.010, 22.838], [-0.792, -17.923, 24.218], [0.404, -16.051, 25.605], [2.715, -17.045, 24.756], [1.729, -18.066, 23.922], [2.131, -19.297, 25.909], [0.544, -18.642, 26.272], [2.101, -17.257, 29.132], [1.367, -18.822, 28.623], [0.421, -17.478, 28.389], [3.173, -15.287, 22.377], [2.674, -15.451, 21.052], [1.483, -14.681, 20.843], [0.665, -15.363, 19.777], [0.000, -16.535, 20.373], [-0.624, -17.354, 19.265], [-1.105, -18.695, 19.693], [-0.031, -19.620, 19.912], [-0.473, -20.949, 20.110], [2.477, -15.707, 23.093], [3.324, -14.260, 22.627], [4.134, -15.818, 22.461], [1.700, -13.705, 20.526], [0.794, -14.697, 21.689], [1.254, -15.604, 18.870], [-0.076, -14.632, 19.490], [0.591, -17.183, 20.925], [0.024, -17.339, 18.347], [-1.541, -16.911, 18.886], [-1.694, -18.919, 18.798], [-1.667, -18.686, 20.621], [-0.826, -21.528, 19.237], [-1.183, -20.952, 20.930], [0.365, -21.499, 20.532], [-1.532, -3.863, 21.821], [-0.606, -4.904, 21.957], [0.523, -4.598, 22.800], [1.479, -5.728, 22.649], [0.804, -6.985, 22.807], [1.825, -7.978, 22.722], [1.211, -9.374, 22.400], [0.517, -9.262, 21.187], [-0.210, -10.390, 20.773], [-1.861, -3.512, 22.779], [-2.395, -4.201, 21.273], [-1.001, -3.106, 21.255], [0.147, -4.420, 23.801], [0.966, -3.655, 22.430], [2.245, -5.430, 23.433], [1.919, -5.625, 21.640], [0.197, -7.134, 22.014], [2.365, -8.221, 23.644], [2.496, -7.903, 21.882], [0.456, -9.774, 23.082], [2.076, -10.066, 22.358], [-0.392, -11.120, 21.593], [0.385, -10.962, 19.994], [-1.168, -10.085, 20.362], [-2.538, -6.317, 24.315], [-2.509, -7.725, 24.087], [-2.965, -8.056, 22.784], [-3.021, -9.567, 22.765], [-4.172, -10.002, 23.551], [-4.257, -11.418, 23.731], [-5.647, -11.924, 24.129], [-5.613, -13.416, 24.157], [-6.665, -14.005, 24.913], [-3.553, -5.930, 24.210], [-1.811, -5.826, 23.647], [-2.237, -6.167, 25.340], [-2.338, -7.635, 22.009], [-4.004, -7.813, 22.695], [-2.014, -9.973, 23.086], [-3.251, -9.884, 21.732], [-4.170, -9.607, 24.473], [-3.510, -11.828, 24.379], [-4.045, -11.881, 22.762], [-6.314, -11.564, 23.357], [-5.940, -11.578, 25.128], [-6.576, -15.086, 24.790], [-7.634, -13.690, 24.491], [-6.624, -13.715, 25.991]], "lowdin_charge": [-0.055, -0.393, -0.214, -0.222, -0.113, 0.044, 0.063, 0.068, 0.075, 0.136, 0.125, 0.091, 0.077, 0.109, 0.081, 0.068, 0.026, -0.061, -0.451, -0.157, -0.224, -0.122, 0.053, 0.068, 0.077, 0.089, 0.122, 0.088, 0.145, 0.072, 0.101, 0.067, 0.093, 0.044, -0.059, -0.428, -0.279, -0.168, -0.079, 0.056, 0.092, 0.057, 0.083, 0.148, 0.127, 0.120, 0.085, 0.100, 0.074, 0.082, 0.074, -0.050, -0.443, -0.239, -0.182, -0.096, 0.071, 0.078, 0.074, 0.067, 0.134, 0.112, 0.114, 0.091, 0.081, 0.075, 0.050, 0.031, -0.008, -0.424, -0.143, -0.211, -0.137, 0.069, 0.077, 0.053, 0.060, 0.129, 0.082, 0.099, 0.091, 0.059, 0.082, 0.056, 0.062, -0.048, -0.467, -0.152, -0.239, -0.078, 0.074, 0.070, 0.100, 0.071, 0.114, 0.113, 0.122, 0.091, 0.043, 0.095, 0.067, 0.051, -0.135, -0.173, -0.223, -0.217, -0.049, -0.206, -0.239, -0.211, -0.081, 0.089, 0.080, 0.057, 0.093, 0.134, 0.100, 0.126, 0.109, 0.102, 0.116, 0.125, 0.127, 0.095, 0.073, 0.082, -0.095, -0.176, -0.221, -0.220, -0.042, -0.211, -0.234, -0.189, -0.123, 0.045, 0.048, 0.097, 0.100, 0.110, 0.123, 0.112, 0.108, 0.129, 0.109, 0.122, 0.123, 0.094, 0.078, 0.081, -0.114, -0.241, -0.219, -0.235, -0.017, -0.214, -0.207, -0.197, -0.108, 0.079, 0.087, 0.088, 0.115, 0.128, 0.144, 0.131, 0.103, 0.112, 0.115, 0.093, 0.122, 0.076, 0.102, 0.076, -0.067, -0.251, -0.196, -0.206, -0.043, -0.231, -0.141, -0.240, -0.126, 0.096, 0.070, 0.072, 0.123, 0.117, 0.102, 0.125, 0.069, 0.094, 0.126, 0.115, 0.117, 0.080, 0.086, 0.095]}

=====

The calculated energies rank the structures as follows, beginning with the most stable: (one), (two).